{"formula": "C9H20O7", "method": "wB97M-V/def2-TZVPD", "homo_lumo_gap_ev": 10.98, "smiles": "CCOC(=O)OC.CCOC(=O)OC.CO", "relative_energy_kcal_mol": 31.1, "homo_ev": -10.271, "elements": ["O", "O", "O", "O", "O", "O", "O", "C", "C", "C", "C", "C", "C", "C", "C", "C", "H", "H", "H", "H", "H", "H", "H", "H", "H", "H", "H", "H", "H", "H", "H", "H", "H", "H", "H", "H"], "coordinates": [[-2.03, -2.15, 4.03], [-3.48, -2.23, 5.67], [1.88, 0.80, -7.12], [-1.92, -3.52, 5.87], [0.81, 1.53, 2.29], [1.44, 2.82, -6.30], [-0.17, 1.89, -7.54], [-0.75, -4.24, 5.47], [2.91, 2.07, -4.37], [-2.44, -2.56, 5.10], [2.76, 2.82, -5.67], [1.11, 1.75, -7.02], [0.63, 2.48, 3.35], [-4.39, -1.35, 5.07], [-0.20, 1.20, -8.87], [0.50, -3.36, 5.75], [1.41, -3.96, 5.78], [2.03, 1.42, -4.27], [0.86, 1.97, 4.28], [1.32, 3.32, 3.28], [0.37, 1.73, -9.64], [-3.98, -0.46, 4.59], [0.58, -2.95, 6.76], [0.19, 0.18, -8.91], [3.61, 2.48, -6.28], [3.79, 1.44, -4.25], [-0.69, -5.03, 6.22], [2.93, 2.86, -3.62], [-5.02, -1.85, 4.33], [-5.10, -1.09, 5.85], [-0.89, -4.52, 4.43], [-1.23, 1.24, -9.22], [0.05, 0.97, 2.10], [-0.35, 2.95, 3.27], [2.99, 3.87, -5.49], [0.47, -2.51, 5.07]]}